No. 1
Below is a structure of composition C17H15AgF6IN2O2PSbSe2Te2 in a non-equilibrium geometry, with properties calculated with ωB97M-V/def2-TZVPD.

Geometry as XYZ:
```
50
Properties=species:S:1:pos:R:3:forces:R:3
Ag 0.282656 -0.284804 -0.166540 0.17 -0.31 0.90
Se 1.690432 -2.533455 1.209865 0.90 -0.37 -0.45
Te 3.970278 -2.396594 0.166593 -0.86 0.33 0.82
Te 4.181191 0.319092 0.186683 -0.40 -0.29 -0.70
Se 2.198862 0.879388 -1.224554 1.32 0.50 -0.06
O -3.573926 0.815336 1.257899 -0.73 0.26 0.63
C -2.788999 0.404365 0.420453 -0.13 -0.66 -0.48
O -1.633356 0.817169 0.159508 0.04 0.55 0.17
C -3.230077 -0.807122 -0.482464 0.14 0.41 0.21
P -1.732109 -1.825316 -0.663839 -0.08 -0.63 -0.37
C -2.371835 -3.526047 -0.961023 0.01 0.12 0.21
C -1.569099 -4.602859 -0.599876 -0.11 0.10 0.06
C -1.968384 -5.897203 -0.883379 0.03 -0.17 0.00
C -3.180599 -6.127365 -1.515976 -0.01 -0.15 -0.05
C -3.984757 -5.056348 -1.877946 -0.12 -0.09 -0.05
C -3.577106 -3.762287 -1.609634 -0.09 -0.08 0.05
C -1.146475 -1.657810 -2.397561 0.07 -0.01 0.01
C -1.922738 -1.224736 -3.463510 0.11 -0.05 0.16
C -1.350619 -1.071974 -4.713227 -0.08 -0.02 -0.09
C -0.013429 -1.368403 -4.912821 0.03 -0.06 -0.07
C 0.758038 -1.841243 -3.863416 0.03 -0.04 -0.03
C 0.193858 -1.988788 -2.609864 -0.08 -0.26 0.07
H -3.544900 -0.372085 -1.433274 -0.07 -0.04 0.01
H -4.053890 -1.374016 -0.039588 0.12 0.10 -0.03
H -0.634551 -4.409938 -0.087903 0.09 -0.02 0.01
H -1.330514 -6.726880 -0.604242 -0.01 -0.05 0.01
H -3.500088 -7.140047 -1.732308 0.01 -0.02 0.01
H -4.932160 -5.232289 -2.374356 0.00 -0.01 -0.02
H -4.198878 -2.928697 -1.906715 -0.04 0.05 -0.02
H -2.959245 -0.951834 -3.318087 0.01 0.05 -0.01
H -1.952308 -0.687024 -5.522740 -0.02 0.07 -0.10
H 0.430985 -1.226379 -5.886877 0.05 0.06 -0.11
H 1.805696 -2.065066 -4.010489 0.07 -0.01 -0.01
H 0.793017 -2.374100 -1.779141 -0.13 0.20 -0.25
I 1.212629 4.217618 4.614275 0.00 -0.33 -0.20
C 1.223144 2.416230 3.561059 0.19 0.41 0.54
C 1.839296 1.254695 3.973868 0.01 0.26 0.11
N 1.611406 0.356724 3.006482 -0.16 0.09 -0.03
N 0.890919 0.874515 2.015732 -0.28 -0.31 -0.33
C 0.636465 2.130901 2.322450 0.14 -0.23 0.07
H 2.406741 1.036561 4.854742 0.11 -0.07 0.18
H 1.877708 -0.623613 2.936312 0.01 0.17 -0.11
H 0.061930 2.749624 1.658141 -0.12 0.02 -0.11
F -0.485684 1.082208 -2.312885 -0.33 0.39 0.00
Sb -1.348776 2.706242 -2.774064 -0.29 0.77 -1.15
F -2.648401 1.717877 -3.807525 0.37 0.17 0.33
F -2.715997 2.933279 -1.480866 0.38 -0.33 -0.09
F -1.986723 4.345301 -3.549367 0.11 -0.25 0.11
F -0.153532 3.716899 -1.681511 -0.17 -0.40 -0.31
F -0.167060 2.647429 -4.303085 -0.25 0.15 0.53
```
Positions in Å, forces in eV/Å.

Values from the calculation:
Kohn-Sham gap (spin up / spin down) (eV): 5.7 / 3.6
Electronic energy (eV): -214464.9590
Energy above the lowest of the compared OMol25 structures with the same formula, charge and spin (eV): 2.537
Net charge: -2
E_HOMO (spin up / spin down) (eV): -2.2 / -1.7
⟨S²⟩: 0.7652
Spin multiplicity: 2

natural (NBO) population analysis, charges in e, atoms 1 to 5: Ag 0.7953; Se -0.5766; Te 0.1587; Te 0.1066; Se -0.5519



No. 2
Below is a cluster of 2 separate species, C17H15BClO4S in total in a non-equilibrium geometry, with properties calculated with ωB97M-V/def2-TZVPD.

Geometry as XYZ:
```
39
Properties=species:S:1:pos:R:3:forces:R:3
O -3.403371 2.315116 1.595782 0.12 -0.23 0.26
C -2.668792 1.456944 1.151017 -0.12 0.12 -0.06
C -3.144827 0.135105 0.657196 0.03 -0.02 -0.09
C -4.189385 -0.555788 1.253874 -0.10 -0.07 -0.08
C -4.540436 -1.807507 0.763466 0.10 -0.01 -0.01
C -3.861049 -2.357837 -0.318032 0.11 0.05 -0.08
C -2.835310 -1.659776 -0.944292 -0.03 0.26 -0.08
C -2.483736 -0.411264 -0.446620 -0.08 -0.10 0.14
C -1.387706 0.392237 -1.065395 -0.04 -0.04 -0.10
O -1.261667 0.496488 -2.262216 0.09 -0.03 0.11
C -0.520402 1.097592 -0.060024 -0.04 -0.05 0.11
C -1.187554 1.641907 1.041168 0.13 -0.04 -0.07
C -0.479395 2.308295 2.029595 -0.05 0.09 -0.01
C 0.894520 2.402006 1.918237 0.21 -0.07 -0.04
C 1.583182 1.835206 0.842505 -0.07 0.20 -0.29
B 3.152826 1.896603 0.815075 0.06 -0.35 -0.13
O 3.837808 3.055572 0.573368 -0.15 0.10 0.64
O 3.892128 0.761257 1.073703 0.01 0.17 -0.29
C 0.871951 1.186331 -0.175635 -0.21 0.30 -0.14
C 1.570269 0.541197 -1.340903 -0.12 -0.40 -0.12
C 1.643753 -1.008720 -1.146968 0.61 0.61 -0.54
C 3.047163 -1.508672 -1.519323 -0.42 0.31 0.40
S 3.406482 -3.205048 -1.008522 0.06 -0.24 -0.21
H -4.713538 -0.136559 2.102109 0.03 0.12 0.00
H -5.334800 -2.363270 1.245563 -0.02 -0.02 -0.02
H -4.105360 -3.344479 -0.688968 -0.08 -0.02 0.07
H -2.271049 -2.075256 -1.776518 0.01 -0.10 0.03
H -0.996367 2.729726 2.880973 -0.09 0.03 -0.04
H 1.462897 2.908462 2.690386 -0.05 0.04 0.03
H 4.749122 2.958508 0.872769 0.12 -0.01 -0.32
H 3.370289 -0.028907 0.895846 0.00 -0.10 0.33
H 2.565557 0.966052 -1.503594 0.05 0.05 0.27
H 1.015039 0.740911 -2.254627 0.00 0.06 0.02
H 1.429848 -1.247779 -0.103126 -0.15 -0.20 -0.01
H 0.926042 -1.487544 -1.827570 -0.04 -0.18 0.64
H 3.142742 -1.465416 -2.602921 0.18 -0.16 -0.04
H 3.799892 -0.853247 -1.078045 0.16 0.00 -0.18
H 3.264287 -3.009638 0.307273 -0.02 0.09 0.07
Cl -0.241053 -3.298809 -2.586607 -0.21 -0.15 -0.16
```
Positions in Å, forces in eV/Å.

Values from the calculation:
Kohn-Sham gap (eV): 6.3
Electronic energy (eV): -50102.1823
Energy above the lowest of the compared OMol25 structures with the same formula, charge and spin (eV): 0.000
Net charge: -1
E_HOMO (eV): -4.4

natural (NBO) population analysis, charges in e, atoms 1 to 5: O -0.5336; C 0.5450; C -0.0775; C -0.1990; C -0.2125



No. 3
Below is a structure of composition C17H15BaBrO2 in a non-equilibrium geometry, with properties calculated with ωB97M-V/def2-TZVPD.

Geometry as XYZ:
```
36
Properties=species:S:1:pos:R:3:forces:R:3
C 0.705432 -1.957713 -0.639182 0.32 0.10 -0.06
C 1.718638 -1.055034 -1.066462 0.20 -0.04 0.45
C 2.413472 -0.553558 0.080794 -0.77 -1.02 0.12
H 1.989671 -0.852869 -2.103684 -0.26 0.12 0.31
C 1.823481 -1.177705 1.228492 -0.08 0.10 -0.96
C 0.769171 -2.031385 0.773971 0.27 -0.12 0.29
H 0.192658 -2.722915 1.407503 0.17 0.53 -0.36
H 0.009047 -2.499422 -1.295191 0.36 0.42 0.47
H 3.293639 0.086027 0.078289 -0.32 0.01 0.00
H 2.153829 -1.050634 2.251107 -0.07 0.03 0.02
Ba -0.409539 0.725261 0.282203 0.32 -0.87 -0.48
Br -2.321127 -0.218290 -1.924806 0.40 0.51 -0.13
C -5.455030 -1.040467 0.079692 0.11 -0.90 -0.38
C -5.161022 -2.131434 0.951967 0.01 -0.06 -0.87
C -4.804390 -3.253527 0.145942 -0.34 0.79 -0.33
H -5.239114 -2.123254 2.031700 0.06 0.02 0.09
C -4.881741 -2.854344 -1.220788 -0.41 0.61 0.75
C -5.286117 -1.488456 -1.260903 -0.18 -0.72 0.85
H -5.416917 -0.891167 -2.153995 0.12 0.01 0.06
H -5.747141 -0.042544 0.378842 0.00 0.08 0.05
H -4.563631 -4.246641 0.504673 0.10 -0.01 0.04
H -4.656223 -3.471492 -2.081404 0.06 -0.01 0.00
O 1.481387 2.415244 1.490525 0.73 0.89 -0.84
C 1.832029 2.851327 0.348160 -2.04 -1.39 -0.34
O 1.170213 2.557973 -0.724731 1.41 0.98 1.34
C 3.023799 3.761823 0.215954 1.00 0.81 0.16
C 3.390040 4.250275 -1.049279 -0.16 0.11 -0.19
C 4.409633 5.192901 -1.202487 0.26 0.05 0.29
C 5.132016 5.659712 -0.095351 -0.73 -0.45 -0.09
C 4.791352 5.170935 1.165495 -0.06 -0.19 0.10
C 3.766787 4.226101 1.330428 -0.20 0.09 -0.51
H 2.836390 3.914973 -1.936763 0.16 0.05 0.58
H 4.647097 5.588347 -2.190279 -0.09 -0.19 0.15
H 5.915547 6.402974 -0.204922 -0.07 -0.08 -0.04
H 5.329618 5.547080 2.040406 -0.18 -0.21 -0.21
H 3.528636 3.879193 2.335827 -0.12 -0.04 -0.35
```
Positions in Å, forces in eV/Å.

Values from the calculation:
Kohn-Sham gap (eV): 3.9
Electronic energy (eV): -92706.2273
Net charge: -2
E_HOMO (eV): 0.1

natural (NBO) population analysis, charges in e, atoms 1 to 5: C -0.3711; C -0.3866; C -0.3912; H 0.2043; C -0.4140



No. 4
Below is a structure of composition C17H15Br2Cl3GeN6O2SeV in a non-equilibrium geometry, with properties calculated with ωB97M-V/def2-TZVPD.

Geometry as XYZ:
```
48
Properties=species:S:1:pos:R:3:forces:R:3
V 5.145379 0.557692 15.010976 0.16 -0.32 1.71
C 5.598666 3.421487 11.756116 0.24 -0.39 0.05
C 5.681518 2.233381 12.678362 -1.79 -0.19 1.70
N 5.262647 2.274011 13.951443 0.93 1.82 -1.59
O 4.932060 3.541782 14.597014 0.98 -2.09 -1.92
C 5.953064 0.818048 12.203024 0.01 -1.59 0.86
C 6.556864 0.470627 10.872064 -1.00 0.94 -0.42
N 5.645158 -0.110564 13.088376 1.33 -0.51 -1.11
O 6.165513 -1.504522 12.807420 0.36 4.20 0.92
H 5.217290 4.235969 12.365546 -0.30 0.26 -0.66
H 4.938813 3.229164 10.877009 0.35 0.08 0.79
H 6.569411 3.744235 11.374057 0.04 -0.19 0.01
H 5.340681 4.206387 14.005836 -0.30 0.04 0.59
H 5.952470 -0.303144 10.380096 0.12 0.15 0.18
H 7.549526 0.085148 10.986348 0.64 -0.24 0.18
H 6.580953 1.337639 10.188920 0.05 -0.34 0.43
Br 4.610173 -1.733087 16.548761 -1.30 1.13 -1.19
C 2.845380 -1.257438 15.592761 -0.42 -0.35 0.54
Br 2.476862 0.349415 14.368356 1.02 -1.11 1.25
H 2.076624 -1.173256 16.382423 0.67 -0.01 -0.48
H 2.723324 -2.127527 14.959442 -0.13 0.15 -0.10
Se 9.713091 3.717988 20.626712 -1.73 -1.78 -2.30
N 9.975065 2.646714 19.077731 0.62 1.04 1.22
C 8.852962 2.378609 18.522257 -1.03 1.57 1.53
C 8.734094 1.611032 17.289842 -0.32 -0.35 0.68
C 9.819210 1.058754 16.573717 -1.20 0.04 -0.39
C 9.504126 0.208483 15.520334 0.74 -0.07 0.49
C 8.157491 -0.013596 15.229250 0.72 0.07 -0.34
N 7.141731 0.576367 15.828056 0.02 0.21 0.52
C 7.418136 1.337935 16.933033 0.29 -0.21 -1.49
C 6.257996 1.906469 17.581395 -2.15 -0.14 0.84
N 5.045277 1.577533 16.971615 1.06 1.18 0.58
C 3.968773 2.140912 17.496685 -0.37 0.00 0.64
C 3.943416 2.925937 18.675500 0.50 -0.17 -0.29
C 5.118641 3.197725 19.363306 -0.25 -0.85 -1.11
C 6.295100 2.656718 18.789625 -0.25 -0.01 -1.44
C 7.617715 2.958315 19.262217 2.57 -0.95 0.25
N 7.876465 3.589088 20.362242 0.91 0.36 -0.20
H 10.820222 1.338346 16.846428 0.27 -0.12 0.11
H 10.294341 -0.322073 14.956048 -0.67 0.46 0.35
H 7.911837 -0.682184 14.436866 -0.20 -0.39 -0.57
H 3.030908 1.931280 16.987862 0.07 0.09 0.07
H 2.987402 3.308213 18.994275 -0.05 0.06 0.13
H 5.156005 3.787874 20.275173 0.05 -0.11 -0.20
Cl 4.364053 -3.971093 13.569002 0.36 0.44 -0.56
Ge 5.115658 -2.637958 12.047717 -1.43 -2.31 -1.48
Cl 3.433027 -1.702436 11.123276 0.32 0.02 0.25
Cl 6.266546 -3.625776 10.510490 -0.53 0.49 0.96
```
Positions in Å, forces in eV/Å.

Values from the calculation:
Kohn-Sham gap (spin up / spin down) (eV): 6.7 / 6.4
Electronic energy (eV): -356097.3413
Energy above the lowest of the compared OMol25 structures with the same formula, charge and spin (eV): 0.000
Net charge: +2
E_HOMO (spin up / spin down) (eV): -13.8 / -13.9
⟨S²⟩: 3.7673
Spin multiplicity: 4

natural (NBO) population analysis, charges in e, atoms 1 to 5: V 1.0153; C -0.6780; C 0.2285; N -0.2030; O -0.4826